2 unconnected molecules or ions with the total composition C4H12O in a non-equilibrium geometry, computed with the ωB97M-V functional and the def2-TZVPD basis.

M = 76.1 u
Charge = +1
Orbital gap (spin up / spin down) = 10.9 / 4.7 eV
Spin multiplicity = 2
Maximum force = 2.82 eV Å⁻¹

Last column: natural (NBO) charge in e.
CARTESIAN COORDINATES (ANGSTROEM)
C: 1.32152 -0.41938 -0.34930  -0.1101
C: 0.35295 -0.85580 0.77856  -0.5995
O: 2.64282 -0.64732 0.00102  -0.3080
H: 1.11957 -1.11639 -1.25236  0.3689
H: 1.15753 0.60454 -0.73007  0.2503
H: 0.46444 -0.00566 1.47729  0.2997
H: 3.07126 0.17845 -0.32115  0.5227
H: 0.82586 -1.55498 1.50906  0.2797
H: -0.57376 -1.23203 0.39657  0.2805
C: -1.75587 1.56581 -0.02283  -0.6140
C: -2.34559 0.21502 -0.36669  -0.6350
H: -0.69561 1.45051 0.24581  0.1620
H: -1.76048 2.17275 -0.96793  0.2219
H: -2.26370 2.17972 0.69539  0.2409
H: -1.69836 -0.58717 -0.70068  0.1726
H: -3.08184 0.16132 -1.16014  0.2380
H: -3.02210 -0.12628 0.45450  0.2295



2 unconnected molecules or ions with the total composition C6H14O in a non-equilibrium geometry, computed with the ωB97M-V functional and the def2-TZVPD basis.

M = 102.2 u
Charge = 0
Orbital gap = 10.0 eV
Maximum force = 1.12 eV Å⁻¹

Last column: natural (NBO) charge in e.
CARTESIAN COORDINATES (ANGSTROEM)
C: 1.62538 -1.07524 -1.24088  -0.3143
C: 0.40760 -1.24721 -0.71821  -0.2889
C: -0.75191 -0.32854 -0.99849  -0.4337
C: -1.73834 -0.07323 0.14475  -0.3905
C: -2.94996 0.73246 -0.32780  -0.6024
H: 2.43610 -1.78255 -1.09739  0.2135
H: 1.88921 -0.17603 -1.79870  0.1909
H: 0.20392 -2.16827 -0.17043  0.2051
H: -1.30427 -0.78636 -1.82984  0.2092
H: -0.37380 0.63388 -1.37298  0.1994
H: -1.23735 0.45844 0.96566  0.1945
H: -2.07646 -1.03256 0.55858  0.1968
H: -3.66985 0.89679 0.48088  0.2114
H: -3.47337 0.21170 -1.13918  0.2024
H: -2.64736 1.71466 -0.71079  0.2017
C: 2.60683 1.26860 0.45324  -0.2562
O: 2.48552 -0.10737 0.70836  -0.7395
H: 3.49600 1.45423 -0.16538  0.1738
H: 2.73104 1.78818 1.40590  0.1717
H: 1.73958 1.69709 -0.07602  0.1608
H: 1.54938 -0.38362 0.61524  0.4942



C4H9NO2 in the gas phase, computed with the ωB97M-V functional and the def2-TZVPD basis.

M = 103.1 u
Charge = 0
Orbital gap = 10.5 eV
Maximum force = 0.51 eV Å⁻¹

Last column: natural (NBO) charge in e.
CARTESIAN COORDINATES (ANGSTROEM)
C: -2.14270 -0.07833 -0.35103  -0.6212
C: -0.64399 0.10172 -0.54434  0.1053
O: -0.35809 1.47214 -0.24551  -0.7387
C: 0.18797 -0.84412 0.33725  -0.5298
C: 1.68597 -0.59285 0.24208  0.6734
N: 2.10509 0.50802 0.94229  -0.8352
O: 2.44352 -1.31415 -0.38539  -0.6091
H: -2.40781 0.13825 0.68988  0.2113
H: -2.46546 -1.09733 -0.59378  0.2140
H: -2.68137 0.62942 -0.99172  0.2215
H: -0.39247 -0.10665 -1.59338  0.1705
H: 0.31445 1.77449 -0.86840  0.4760
H: -0.13275 -0.73961 1.38046  0.2190
H: 0.01104 -1.87273 0.01594  0.2394
H: 3.05775 0.80901 0.79097  0.3973
H: 1.41884 1.21271 1.17469  0.4062



2 unconnected molecules or ions with the total composition C7H10, computed with the ωB97M-V functional and the def2-TZVPD basis.

M = 94.2 u
Charge = 0
Orbital gap = 8.3 eV
Maximum force = 0.55 eV Å⁻¹

Last column: natural (NBO) charge in e.
CARTESIAN COORDINATES (ANGSTROEM)
C: 1.61198 -0.39930 1.27536  -0.3426
C: 1.39814 0.83362 0.38322  -0.4001
C: 1.45885 -0.62247 -0.17311  -0.2407
C: 0.17888 -1.17199 -0.67794  -0.2037
C: -0.98721 -0.61298 -0.35593  -0.1933
C: -1.05553 0.67871 0.42172  -0.6265
C: 0.15661 1.55199 0.48527  0.1568
H: 2.59763 -0.46828 1.72541  0.2301
H: 0.79095 -0.69337 1.92355  0.2203
H: 2.30509 1.42013 0.24736  0.2241
H: 2.35888 -0.85795 -0.73576  0.2319
H: 0.22365 -2.05729 -1.30798  0.2183
H: -1.92052 -1.03639 -0.72191  0.2094
H: -3.14060 0.57980 -2.05653  -0.0095
H: -1.92770 1.26932 0.11520  0.2427
H: -1.24572 0.48621 1.49599  0.2735
H: -2.84573 1.23722 -2.23724  0.0095



A molecular structure, C22H36NiO3P2 in a non-equilibrium geometry, computed with the ωB97M-V functional and the def2-TZVPD basis.

M = 469.2 u
Charge = 0
Orbital gap (spin up / spin down) = 4.2 / 4.1 eV
Spin multiplicity = 3
Maximum force = 3.93 eV Å⁻¹

Last column: natural (NBO) charge in e.
CARTESIAN COORDINATES (ANGSTROEM)
P: 0.39629 -2.36175 -2.56319  1.5607
P: 0.28202 1.62474 -2.68810  1.4900
C: -0.20296 -1.07699 -3.79858  -0.7403
C: 0.50167 0.28706 -3.94799  -0.7124
H: -1.29867 -0.93208 -3.66650  0.2771
H: -0.08056 -1.56675 -4.78202  0.2442
H: 1.58808 0.17665 -4.11523  0.2417
H: 0.10680 0.76801 -4.86637  0.2579
C: -1.21113 2.48391 -3.30251  -0.9669
H: -1.60005 3.18850 -2.54961  0.2751
H: -2.00808 1.76635 -3.56010  0.2605
H: -0.91869 3.04587 -4.20210  0.2319
C: 1.58750 2.85395 -3.01836  -0.9667
H: 1.29703 3.41204 -3.92664  0.2542
H: 2.54785 2.34196 -3.19616  0.2518
H: 1.69683 3.56218 -2.17762  0.2738
C: -0.89122 -3.55879 -3.05762  -0.9688
H: -0.99018 -4.34979 -2.30159  0.2604
H: -0.62867 -4.02057 -4.03027  0.2267
H: -1.87381 -3.06166 -3.16708  0.2847
C: 1.94517 -3.04529 -3.11953  -1.0307
H: 2.76023 -2.30470 -3.10022  0.2494
H: 1.85685 -3.46278 -4.14168  0.2638
H: 2.18824 -3.87628 -2.43604  0.2693
Ni: 2.85915 -2.35315 0.13315  0.5463
C: -0.07043 1.73897 -0.79931  -0.4325
C: -1.47082 1.49695 -0.47190  -0.1540
C: -2.11955 0.40125 -1.18093  -0.4612
C: -2.38149 -0.87242 -0.27164  -0.4100
C: -1.49237 -1.86413 -0.78049  -0.6122
C: -0.00908 -1.65074 -0.96719  -0.6327
C: 1.24200 -0.53421 -0.91026  -0.3797
C: 0.86560 0.73064 -0.17013  -0.4954
C: 1.58453 -2.34516 1.72123  -1.1327
H: 0.20482 2.77837 -0.57198  0.2563
H: -1.85565 1.75922 0.50281  0.2483
H: -1.41341 0.08453 -1.98311  0.1612
H: -3.05877 0.62374 -1.71580  0.2231
H: -2.10433 -0.67856 0.77497  0.2219
H: -3.43070 -1.21776 -0.33427  0.2038
H: -1.79640 -2.91684 -0.71375  0.2001
H: 0.44158 -2.21196 -0.11547  0.3232
H: 1.87993 -0.35680 -1.81432  0.1754
H: 2.08988 -1.02134 -0.23432  0.1617
H: 0.41469 0.39276 0.76743  0.3097
H: 1.80915 1.21773 0.11030  0.2282
H: 2.10444 -2.09289 2.66575  0.2258
H: 1.33168 -3.42762 1.74223  0.1931
H: 0.62877 -1.77159 1.71647  0.2222
O: 1.83775 2.15719 4.85932  -0.7575
C: 0.78077 1.87550 5.54441  0.4145
C: 0.70962 2.23971 6.92541  -0.3231
C: -0.42225 1.98231 7.66497  -0.1794
C: -1.51538 1.31300 7.08230  -0.3253
C: -1.47319 0.92628 5.73140  -0.1326
C: -0.35757 1.19993 4.94832  -0.3282
C: -0.31008 0.84972 3.49846  0.7875
O: -1.23881 0.28670 2.90321  -0.7045
O: 0.80995 1.17933 2.86012  -0.7532
H: 1.44949 1.63025 3.61885  0.5009
H: 1.58902 2.73503 7.32897  0.2077
H: -0.45374 2.30854 8.70823  0.1983
H: -2.39922 1.10293 7.68335  0.1980
H: -2.31010 0.41079 5.25831  0.2196



C17H15ClN2O3 in the gas phase, computed with the ωB97M-V functional and the def2-TZVPD basis.

M = 330.8 u
Charge = 0
Orbital gap = 9.2 eV
Maximum force = 0.70 eV Å⁻¹

Last column: natural (NBO) charge in e.
CARTESIAN COORDINATES (ANGSTROEM)
O: 0.10977 1.62737 1.72101  -0.6225
C: 0.10582 1.90770 0.54098  0.6789
C: 1.36198 1.78944 -0.31823  -0.5259
C: 1.25851 0.67473 -1.38759  0.0138
O: 2.53910 0.17004 -1.70893  -0.4889
C: 3.08416 -0.65794 -0.76487  0.3213
C: 4.46203 -0.78816 -0.68684  -0.2591
C: 5.02295 -1.63828 0.25084  -0.2126
C: 4.21484 -2.35417 1.11785  -0.2144
C: 2.83785 -2.24115 1.03675  -0.2157
C: 2.26666 -1.40139 0.09326  0.0656
N: 0.88295 -1.31316 -0.07134  -0.5932
C: 0.29771 -0.40253 -0.87529  0.6603
O: -0.88541 -0.39772 -1.13988  -0.5939
N: -0.97146 2.40192 -0.10544  -0.6031
C: -2.27540 2.44152 0.53881  -0.2467
C: -3.01256 1.14132 0.34632  -0.0444
C: -2.76978 0.07662 1.20482  -0.1912
C: -3.38512 -1.14424 1.00461  -0.2172
C: -4.24894 -1.29912 -0.06669  -0.0391
Cl: -5.02080 -2.82420 -0.32493  -0.0011
C: -4.50432 -0.25053 -0.93306  -0.2409
C: -3.88026 0.96511 -0.72183  -0.1447
H: 1.58076 2.74493 -0.79646  0.2344
H: 2.18616 1.54053 0.35459  0.2492
H: 0.85962 1.07036 -2.32718  0.2168
H: 5.07383 -0.22141 -1.36996  0.2272
H: 6.09593 -1.73464 0.30681  0.2180
H: 4.65459 -3.00871 1.85388  0.2183
H: 2.19774 -2.80684 1.69685  0.2149
H: 0.29168 -1.98762 0.39666  0.4199
H: -0.97503 2.39294 -1.11341  0.3952
H: -2.83748 3.27784 0.11678  0.2046
H: -2.09101 2.61879 1.60070  0.2366
H: -2.08176 0.20693 2.02662  0.2331
H: -3.19667 -1.97274 1.66995  0.2211
H: -5.17612 -0.38752 -1.76597  0.2248
H: -4.07254 1.78396 -1.40019  0.2008